{
  "formula": "C15H34ClIN3O5",
  "method": "wB97M-V/def2-TZVPD",
  "charge": -1,
  "e_tot_ha": -1890.294687,
  "elements": ["C", "C", "C", "Cl", "N", "C", "O", "C", "C", "I", "C", "O", "O", "H", "H", "H", "H", "H", "H", "H", "H", "H", "H", "H", "H", "C", "C", "C", "O", "C", "N", "H", "H", "H", "H", "H", "H", "H", "H", "H", "H", "H", "C", "C", "C", "O", "C", "N", "H", "H", "H", "H", "H", "H", "H", "H", "H", "H", "H"],
  "xyz": [[5.523, 5.721, 2.348], [4.148, 5.537, 1.710], [3.025, 4.925, 2.563], [3.485, 4.897, 4.362], [2.520, 3.696, 2.048], [3.459, 2.725, 1.572], [4.559, 2.546, 2.458], [5.663, 1.926, 1.840], [1.353, 3.176, 2.735], [1.694, 1.611, 4.192], [0.271, 2.679, 1.726], [0.695, 2.342, 0.607], [-0.885, 2.691, 2.161], [5.972, 4.779, 2.646], [5.494, 6.416, 3.182], [6.178, 6.171, 1.595], [4.273, 4.972, 0.791], [3.813, 6.532, 1.411], [2.191, 5.620, 2.567], [2.923, 1.792, 1.402], [3.847, 3.038, 0.596], [6.482, 2.643, 1.733], [6.013, 1.117, 2.484], [5.407, 1.496, 0.871], [0.914, 3.988, 3.306], [-2.553, 0.401, 0.616], [-2.223, -1.089, 0.580], [-3.411, -1.966, 0.156], [-4.395, -2.174, 1.156], [-5.340, -1.132, 1.293], [-1.666, -1.504, 1.869], [-3.144, 0.668, 1.492], [-1.648, 1.004, 0.660], [-3.111, 0.689, -0.281], [-1.445, -1.236, -0.177], [-3.035, -2.967, -0.083], [-3.881, -1.570, -0.756], [-5.573, -0.675, 0.326], [-4.993, -0.358, 1.979], [-6.252, -1.570, 1.703], [-1.353, -2.469, 1.809], [-2.419, -1.517, 2.551], [-1.804, -4.882, -2.407], [-1.911, -3.602, -3.229], [-2.728, -3.761, -4.518], [-2.056, -4.423, -5.574], [-2.087, -5.834, -5.520], [-0.564, -3.085, -3.476], [-1.095, -5.586, -2.845], [-1.451, -4.651, -1.403], [-2.773, -5.379, -2.319], [-2.440, -2.866, -2.616], [-2.954, -2.762, -4.901], [-3.688, -4.254, -4.315], [-3.036, -6.197, -5.115], [-1.263, -6.236, -4.925], [-1.979, -6.203, -6.540], [-0.623, -2.173, -3.918], [-0.125, -3.679, -4.175]]
}

{
  "formula": "C15H34IN2O3",
  "method": "wB97M-V/def2-TZVPD",
  "charge": 1,
  "e_tot_ha": -1224.531401,
  "elements": ["C", "C", "N", "C", "C", "O", "C", "C", "C", "C", "C", "I", "H", "H", "H", "H", "H", "H", "H", "H", "H", "H", "H", "H", "H", "H", "H", "H", "H", "H", "H", "C", "O", "C", "C", "N", "C", "C", "O", "C", "H", "H", "H", "H", "H", "H", "H", "H", "H", "H", "H", "H", "H", "H", "H"],
  "xyz": [[-0.653, 1.943, -1.378], [-1.682, 2.192, -0.273], [-1.474, 3.507, 0.427], [-2.760, 4.206, 0.771], [-3.421, 3.528, 1.945], [-2.544, 3.381, 3.048], [-1.289, 3.994, 2.879], [-0.528, 3.500, 1.647], [0.322, 2.233, 1.805], [-0.023, 1.111, 2.805], [-1.475, 0.651, 2.993], [0.876, 1.539, 4.723], [0.153, 2.676, -1.358], [-1.119, 1.949, -2.359], [-0.200, 0.967, -1.216], [-2.690, 2.205, -0.677], [-1.640, 1.403, 0.459], [-1.032, 4.095, -0.274], [-2.518, 5.244, 0.984], [-3.402, 4.185, -0.104], [-3.784, 2.538, 1.660], [-4.290, 4.120, 2.236], [-1.385, 5.082, 2.839], [-0.696, 3.753, 3.756], [0.185, 4.297, 1.430], [1.304, 2.604, 2.095], [0.491, 1.774, 0.831], [0.565, 0.255, 2.490], [-1.567, -0.399, 2.723], [-2.186, 1.216, 2.403], [-1.801, 0.741, 4.024], [0.808, -5.370, -3.729], [1.074, -5.389, -2.341], [2.453, -5.384, -1.995], [2.831, -4.096, -1.301], [2.747, -2.962, -2.210], [2.893, -1.655, -1.591], [1.892, -1.243, -0.519], [0.573, -1.010, -0.998], [-0.230, -2.172, -1.160], [-0.254, -5.567, -3.855], [1.042, -4.402, -4.189], [1.373, -6.146, -4.253], [3.069, -5.541, -2.884], [2.627, -6.215, -1.307], [3.859, -4.182, -0.936], [2.177, -3.996, -0.423], [1.871, -3.002, -2.714], [2.856, -0.906, -2.386], [3.893, -1.597, -1.148], [2.231, -0.287, -0.108], [1.858, -1.956, 0.313], [0.001, -2.925, -0.403], [-0.114, -2.618, -2.150], [-1.271, -1.869, -1.047]]
}

{
  "formula": "C15H34InO7",
  "method": "wB97M-V/def2-TZVPD",
  "charge": -1,
  "e_tot_ha": -1308.613708,
  "elements": ["C", "C", "C", "C", "C", "C", "C", "O", "In", "H", "H", "H", "H", "H", "H", "H", "H", "H", "H", "H", "H", "H", "H", "H", "H", "H", "H", "C", "C", "O", "C", "O", "O", "C", "H", "H", "H", "H", "H", "H", "H", "H", "C", "C", "O", "C", "O", "O", "C", "H", "H", "H", "H", "H", "H", "H", "H"],
  "xyz": [[0.702, -0.962, 2.182], [0.561, -2.035, 0.923], [-0.237, -1.443, -0.377], [2.033, -2.679, 0.620], [2.925, -1.906, -0.514], [4.414, -2.665, -0.537], [3.224, -0.323, -0.215], [2.233, 0.562, -0.889], [1.694, 2.187, 0.319], [1.797, -0.555, 2.327], [0.450, -1.567, 3.178], [-0.096, -0.104, 2.119], [-0.112, -2.923, 1.352], [-0.521, -0.318, -0.119], [0.307, -1.566, -1.405], [-1.279, -2.013, -0.483], [1.845, -3.783, 0.212], [2.632, -2.818, 1.629], [2.498, -1.976, -1.606], [5.153, -2.176, -1.311], [4.199, -3.803, -0.729], [4.903, -2.608, 0.549], [4.265, -0.077, -0.747], [3.388, -0.059, 0.921], [0.174, 1.904, 1.296], [2.978, 2.725, 1.466], [1.284, 3.565, -0.815], [0.032, 9.850, -0.867], [-0.873, 9.342, -1.977], [-0.143, 8.548, -2.920], [0.198, 7.304, -2.503], [-0.066, 6.808, -1.416], [0.905, 6.706, -3.495], [1.422, 5.425, -3.141], [0.886, 10.392, -1.286], [-0.517, 10.515, -0.195], [0.441, 9.026, -0.273], [-1.278, 10.197, -2.530], [-1.727, 8.781, -1.580], [0.627, 4.758, -2.793], [2.197, 5.536, -2.377], [1.876, 4.983, -4.033], [-4.579, -4.291, 2.720], [-3.567, -4.200, 1.590], [-2.767, -5.386, 1.513], [-3.382, -6.479, 0.998], [-4.535, -6.536, 0.594], [-2.501, -7.512, 1.028], [-3.060, -8.756, 0.613], [-4.077, -4.510, 3.668], [-5.133, -3.354, 2.818], [-5.300, -5.098, 2.550], [-2.882, -3.369, 1.788], [-4.050, -3.999, 0.627], [-3.512, -8.678, -0.381], [-3.796, -9.096, 1.348], [-2.253, -9.493, 0.566]]
}

{
  "formula": "C15H34NO2OsP2Si",
  "method": "wB97M-V/def2-TZVPD",
  "charge": 3,
  "e_tot_ha": -1858.912089,
  "multiplicity": 5,
  "elements": ["Os", "P", "C", "C", "N", "C", "C", "C", "C", "C", "P", "H", "H", "H", "H", "H", "H", "H", "H", "O", "H", "H", "O", "H", "C", "H", "H", "H", "C", "H", "H", "H", "C", "H", "H", "H", "C", "H", "H", "H", "C", "Si", "C", "C", "C", "H", "H", "H", "H", "H", "H", "H", "H", "H", "H", "H"],
  "xyz": [[0.145, -0.004, 0.210], [-1.380, 1.539, -0.517], [-0.852, 1.837, -2.224], [0.433, 1.368, -2.553], [1.115, 0.599, -1.609], [2.393, 0.267, -1.869], [3.107, 0.813, -2.922], [2.424, 1.538, -3.888], [1.072, 1.759, -3.756], [3.060, -0.614, -0.887], [1.733, -1.669, -0.068], [0.456, 2.262, -4.521], [4.195, 0.672, -2.934], [2.961, 1.993, -4.702], [3.813, -1.287, -1.281], [3.544, -0.075, -0.069], [-2.268, -0.028, -3.306], [-1.551, 2.088, -3.035], [-2.294, -2.501, -2.110], [-2.883, -0.687, -3.572], [-2.323, -1.255, -4.151], [-0.306, -1.274, -0.606], [-2.101, -3.077, -1.366], [-2.537, -2.740, -0.519], [1.562, -3.041, -1.289], [2.544, -3.460, -1.563], [0.903, -3.799, -0.825], [1.026, -2.645, -2.156], [2.527, -2.509, 1.373], [1.758, -3.094, 1.905], [3.337, -3.185, 1.048], [2.932, -1.752, 2.062], [-0.963, 3.289, -0.068], [-1.369, 3.892, -0.887], [-1.341, 3.649, 0.891], [0.129, 3.390, -0.116], [-3.191, 1.361, -0.329], [-3.485, 1.239, 0.727], [-3.690, 2.244, -0.748], [-3.509, 0.464, -0.881], [1.105, -0.208, 3.672], [-0.659, 0.157, 3.212], [-1.934, -0.424, 4.434], [-0.861, 1.996, 2.920], [-1.030, -0.917, 1.621], [1.263, 0.199, 4.677], [1.847, 0.244, 2.999], [1.286, -1.289, 3.706], [-1.695, 0.079, 5.390], [-2.937, -0.134, 4.067], [-1.850, -1.522, 4.521], [-0.072, 2.463, 2.316], [-1.826, 2.257, 2.476], [-0.826, 2.465, 3.914], [-0.808, -1.999, 1.760], [-2.128, -0.935, 1.423]]
}

> What is the formula in the fourth record?

C15H34NO2OsP2Si

What did the second record say?
{
  "formula": "C15H34IN2O3",
  "method": "wB97M-V/def2-TZVPD",
  "charge": 1,
  "e_tot_ha": -1224.531401,
  "elements": ["C", "C", "N", "C", "C", "O", "C", "C", "C", "C", "C", "I", "H", "H", "H", "H", "H", "H", "H", "H", "H", "H", "H", "H", "H", "H", "H", "H", "H", "H", "H", "C", "O", "C", "C", "N", "C", "C", "O", "C", "H", "H", "H", "H", "H", "H", "H", "H", "H", "H", "H", "H", "H", "H", "H"],
  "xyz": [[-0.653, 1.943, -1.378], [-1.682, 2.192, -0.273], [-1.474, 3.507, 0.427], [-2.760, 4.206, 0.771], [-3.421, 3.528, 1.945], [-2.544, 3.381, 3.048], [-1.289, 3.994, 2.879], [-0.528, 3.500, 1.647], [0.322, 2.233, 1.805], [-0.023, 1.111, 2.805], [-1.475, 0.651, 2.993], [0.876, 1.539, 4.723], [0.153, 2.676, -1.358], [-1.119, 1.949, -2.359], [-0.200, 0.967, -1.216], [-2.690, 2.205, -0.677], [-1.640, 1.403, 0.459], [-1.032, 4.095, -0.274], [-2.518, 5.244, 0.984], [-3.402, 4.185, -0.104], [-3.784, 2.538, 1.660], [-4.290, 4.120, 2.236], [-1.385, 5.082, 2.839], [-0.696, 3.753, 3.756], [0.185, 4.297, 1.430], [1.304, 2.604, 2.095], [0.491, 1.774, 0.831], [0.565, 0.255, 2.490], [-1.567, -0.399, 2.723], [-2.186, 1.216, 2.403], [-1.801, 0.741, 4.024], [0.808, -5.370, -3.729], [1.074, -5.389, -2.341], [2.453, -5.384, -1.995], [2.831, -4.096, -1.301], [2.747, -2.962, -2.210], [2.893, -1.655, -1.591], [1.892, -1.243, -0.519], [0.573, -1.010, -0.998], [-0.230, -2.172, -1.160], [-0.254, -5.567, -3.855], [1.042, -4.402, -4.189], [1.373, -6.146, -4.253], [3.069, -5.541, -2.884], [2.627, -6.215, -1.307], [3.859, -4.182, -0.936], [2.177, -3.996, -0.423], [1.871, -3.002, -2.714], [2.856, -0.906, -2.386], [3.893, -1.597, -1.148], [2.231, -0.287, -0.108], [1.858, -1.956, 0.313], [0.001, -2.925, -0.403], [-0.114, -2.618, -2.150], [-1.271, -1.869, -1.047]]
}